DFT (ωB97M-V/def2-TZVPD) results for a 2-piece molecular cluster, C5H10NO2S overall at a distorted geometry.

Atoms and positions in Å:
C: -0.849 1.255 -2.780
C: 0.228 0.734 -2.242
C: 1.395 0.054 1.639
C: 0.763 -1.283 1.732
C: -1.108 0.388 1.390
N: 0.137 -0.217 0.996
O: -1.250 -1.360 -1.395
O: 1.230 -1.631 -1.391
S: 0.062 -0.833 -1.366
H: -0.807 2.156 -3.377
H: -1.823 0.806 -2.668
H: 1.242 1.090 -2.305
H: 1.379 0.704 2.505
H: 2.248 0.194 0.993
H: 1.161 -2.098 1.145
H: 0.299 -1.589 2.662
H: -1.923 -0.099 0.852
H: -1.290 0.277 2.463
H: -1.097 1.452 1.149

As for the LUMO energy: -5.86 eV. As for the net charge: +1. The calculation puts the relative energy (zero: lowest compared OMol25 entry of this formula, charge and spin) at 85.1 kcal per mole.